Below is a molecular structure, C2H6ClN3, with properties calculated with ωB97M-V with the def2-TZVPD basis set.

Computed properties:
- Charge: +2
- E_HOMO: -20.5 eV
- ΔE to the lowest compared entry with this formula, charge and spin: 1.609 eV

Each line ends with the Mulliken charge.
Element x y z (Å)
Cl  2.22729  -1.09636  0.23375  -0.026
N  -2.30360  -1.03650  0.06927  -0.119
H  2.98855  1.53064  -0.16231  0.266
H  -0.50929  1.20911  0.17346  0.301
H  -2.90431  -1.86839  -0.09259  0.339
H  1.48656  2.35831  -0.27916  0.244
H  -2.81986  -0.20553  0.39079  0.310
N  1.97344  1.47520  -0.14061  -0.299
H  -0.44187  -1.94494  -0.40943  0.381
C  -1.08083  -1.12020  -0.11680  0.212
C  1.35074  0.34563  0.07163  0.772
N  0.03319  0.35303  0.26200  -0.383


Below is 2 unconnected molecules or ions with the total composition C2H6ClNO, with properties calculated with ωB97M-V with the def2-TZVPD basis set.

Computed properties:
- E_HOMO: -9.1 eV
- ΔE to the lowest compared entry with this formula, charge and spin: 1.527 eV

Each line ends with the Mulliken charge.
Element x y z (Å)
H  1.47220  0.67328  2.07189  0.228
H  -0.63167  -1.70485  -0.25386  0.348
C  -0.12830  0.05027  0.91777  0.717
H  -1.56385  -0.30414  -2.64149  0.301
H  -0.60811  -0.17243  -1.45418  0.442
N  0.55984  0.96210  1.72791  -0.501
C  0.18867  -0.87710  0.03286  -1.167
Cl  -1.89923  0.13770  1.15520  -0.223
O  -0.87742  0.24148  -2.23725  -0.695
H  0.07411  1.62379  2.42310  0.245
H  1.19347  -1.08075  -0.20204  0.305


Below is 2 unconnected molecules or ions with the total composition C2H6ClNOS, with properties calculated with ωB97M-V with the def2-TZVPD basis set.

Computed properties:
- E_HOMO: -8.7 eV
- ΔE to the lowest compared entry with this formula, charge and spin: 2.734 eV

Each line ends with the Mulliken charge.
Element x y z (Å)
C  0.55958  0.95261  -0.20016  -0.205
H  0.49033  2.02712  -0.31078  0.338
H  -1.75000  -0.81835  -2.02168  0.264
C  -0.94418  -0.77904  -1.09301  -0.681
H  1.91860  -1.50689  3.98982  0.250
H  -2.06223  1.55006  -1.83700  0.360
H  -1.42212  -1.28291  -0.15092  0.219
N  -0.48672  0.58989  -0.97891  0.143
Cl  3.07423  -1.25527  4.59045  -0.253
O  -1.50809  1.53794  -0.88639  -0.460
H  0.22204  -1.18651  -1.43897  0.299
S  1.90857  0.17135  0.33754  -0.273


Below is 2 unconnected molecules or ions with the total composition C2H6ClO2P, with properties calculated with ωB97M-V with the def2-TZVPD basis set.

Computed properties:
- E_HOMO: -10.5 eV
- ΔE to the lowest compared entry with this formula, charge and spin: 1.796 eV

Each line ends with the Mulliken charge.
Element x y z (Å)
P  -1.16120  2.45072  -0.02323  0.349
C  -0.10368  0.07872  -0.46505  -0.243
Cl  -3.68858  -1.63185  -0.01806  -0.233
H  0.67141  0.24167  1.44087  0.370
O  -2.55738  2.92538  0.03879  -0.440
H  1.44304  1.25178  0.25476  0.396
H  0.13194  0.15744  -1.48791  0.414
H  -2.67922  -1.20376  -0.70432  0.228
H  -0.50507  -1.06360  -0.40857  0.172
O  -1.26529  0.80255  -0.23156  -0.134
C  1.11125  0.30471  0.48844  -1.275
H  1.77162  -0.38247  0.19837  0.396


Below is 2 unconnected molecules or ions with the total composition C2H6ClO4PSi, with properties calculated with ωB97M-V with the def2-TZVPD basis set.

Computed properties:
- Charge: -2
- E_HOMO: -2.2 eV
- ΔE to the lowest compared entry with this formula, charge and spin: 1.467 eV

Each line ends with the Mulliken charge.
Element x y z (Å)
O  -2.20959  -2.54111  -1.33868  -0.631
O  -0.74153  -2.12297  -3.52792  -0.717
H  -1.97693  2.40770  -1.38421  0.280
O  -2.03908  -0.19970  -2.31270  -0.381
Cl  3.93456  8.74162  2.23756  -1.000
O  0.05829  -0.83486  -1.23525  -0.562
C  -1.03145  2.03470  -0.94400  -1.109
H  -0.20473  2.43369  -1.41922  0.354
H  -0.98285  2.44639  0.10966  0.287
P  -1.47577  -1.69751  -2.28456  0.981
H  -2.48683  -1.48709  0.78693  0.311
C  -1.68649  -0.73846  1.01024  -1.075
Si  -1.15011  0.07395  -0.80134  0.662
H  -1.68572  -0.25064  2.02415  0.336
H  -0.83058  -1.51589  1.07738  0.265


Below is 2 unconnected molecules or ions with the total composition C2H6ClPS, with properties calculated with ωB97M-V with the def2-TZVPD basis set.

Computed properties:
- E_HOMO (spin up / spin down): -7.8 / -8.5 eV
- ΔE to the lowest compared entry with this formula, charge and spin: 2.643 eV

Each line ends with the Mulliken charge.
Element x y z (Å)
H  1.43656  2.57438  -0.61970  0.300
S  -0.33468  0.99985  -0.97012  -0.055
H  -1.24496  -1.63533  1.88029  0.287
C  0.49462  2.34165  -0.03745  -0.855
H  0.75447  2.03766  0.87856  0.389
H  -1.54585  -2.12209  0.03765  0.341
H  -0.23146  3.08940  -0.24046  0.265
H  -0.53682  -3.22723  0.90481  0.304
Cl  1.25138  -1.35334  -2.31320  -0.230
P  0.91388  -0.51154  -0.45938  0.205
C  -0.95713  -2.19341  0.93900  -0.950